# 1
Formula: C8H19N
Source: the OMol25 dataset
Level of theory: ωB97M-V with the def2-TZVPD basis set

Cartesian coordinates (Å):
N: 1.283 -2.038 -0.426
C: 0.299 1.853 1.730
C: -2.325 0.484 -1.742
C: 2.123 0.152 -1.056
C: 1.289 -0.880 -1.188
C: -2.373 -1.166 0.166
C: -1.920 0.213 -0.299
C: 3.179 0.293 -0.003
C: 0.192 0.800 2.513
H: 0.577 -0.895 -2.000
H: 0.936 1.858 0.862
H: -2.365 0.971 0.349
H: 3.315 1.332 0.266
H: 4.151 -0.071 -0.376
H: 2.072 0.947 -1.784
H: -3.458 -1.243 0.147
H: 0.740 -0.109 2.329
H: -1.972 -1.940 -0.486
H: -0.249 2.761 1.923
H: -2.034 -1.355 1.183
H: -0.450 0.795 3.379
H: -2.008 1.483 -2.051
H: 0.373 -2.452 -0.295
H: 1.807 -1.974 0.434
H: -3.410 0.415 -1.856
H: -1.867 -0.246 -2.411
H: -0.838 0.289 -0.211
H: 2.934 -0.277 0.901

Results
**Relative energy (zero: lowest compared OMol25 entry of this formula, charge and spin)**: 1.765 eV
**Multiplicity**: 1
**DFT total energy**: -370.90741 Ha
**LUMO level**: 1.02 eV
**E_HOMO**: -0.297 Eh
**SMILES**: C/C=C\N.C=C.CCC

Atom charges from the natural (NBO) analysis, given in e for atoms 1 to 5: -0.819, -0.375, -0.604, -0.306, 0.001

---

# 2
Formula: C8H19N2O
Source: the OMol25 dataset
Level of theory: ωB97M-V with the def2-TZVPD basis set

Cartesian coordinates (Å):
O: 1.881 0.562 0.426
N: -1.359 -0.769 1.076
N: -2.998 -0.288 -1.069
C: 3.068 0.596 -0.362
C: -2.385 -1.623 -1.054
C: -0.918 0.349 0.169
C: 3.962 -0.575 0.008
C: 1.145 1.759 0.384
C: -2.196 0.807 -0.505
C: -0.227 1.462 0.957
C: -1.719 -1.986 0.277
H: -0.125 1.178 2.007
H: -1.954 1.570 -1.242
H: 5.010 -0.299 -0.058
H: 3.795 -1.431 -0.640
H: -3.211 -0.073 -2.030
H: -0.210 -0.103 -0.521
H: 3.583 1.545 -0.208
H: 1.039 2.129 -0.642
H: -1.662 -1.768 -1.859
H: -2.169 -0.441 1.601
H: -2.789 1.307 0.271
H: 2.791 0.545 -1.419
H: -0.615 -0.997 1.734
H: 3.758 -0.878 1.032
H: -2.336 -2.633 0.892
H: -0.783 -2.504 0.083
H: -3.179 -2.348 -1.216
H: 1.634 2.537 0.972
H: -0.832 2.369 0.936

Results
**Relative energy (zero: lowest compared OMol25 entry of this formula, charge and spin)**: 0.395 eV
**Multiplicity**: 1
**DFT total energy**: -500.70955 Ha
**Total charge**: +1
**LUMO level**: -2.88 eV
**E_HOMO**: -0.477 Eh
**SMILES**: CCOCC[C@@H]1CNCC[NH2+]1

Atom charges from the natural (NBO) analysis, given in e for atoms 1 to 5: -0.567, -0.493, -0.621, -0.062, -0.249

---

# 3
Formula: C8H19N2O3
Source: the OMol25 dataset
Level of theory: ωB97M-V with the def2-TZVPD basis set

Cartesian coordinates (Å):
O: 2.374 2.464 -2.322
O: -0.215 0.758 -0.275
O: -2.336 -0.064 -0.298
N: 2.825 0.143 -1.569
N: -1.278 0.144 1.794
C: 1.748 -0.830 -1.656
C: -2.143 -0.801 2.406
C: -3.211 -1.095 -0.597
C: 0.031 0.132 2.452
C: -0.808 1.996 -0.795
C: 2.557 1.352 -1.961
C: -1.040 -0.240 0.216
C: 4.152 -0.345 -1.309
H: 0.439 -0.835 2.298
H: -3.098 -1.320 -1.660
H: -4.229 -0.852 -0.284
H: 1.366 -1.137 -0.674
H: 4.469 -1.117 -2.094
H: -1.859 2.197 -0.419
H: 2.107 -1.672 -2.355
H: 0.990 -0.381 -2.136
H: -1.756 -1.909 2.537
H: 0.060 2.797 -0.558
H: -3.055 -0.795 1.863
H: 4.112 -0.717 -0.256
H: 4.914 0.472 -1.230
H: -1.561 1.148 1.731
H: -3.030 -2.058 -0.038
H: -0.079 0.109 3.584
H: -0.870 1.890 -1.887
H: -2.309 -0.361 3.404
H: 0.735 0.930 2.085

Results
**Relative energy (zero: lowest compared OMol25 entry of this formula, charge and spin)**: 0.253 eV
**Multiplicity**: 1
**DFT total energy**: -650.98229 Ha
**Total charge**: +1
**LUMO level**: -4.62 eV
**E_HOMO**: -0.357 Eh

Atom charges from the natural (NBO) analysis, given in e for atoms 1 to 5: -0.302, -0.640, -0.626, -0.410, -0.451

---

# 4
Formula: C8H19N2P
Source: the OMol25 dataset
Level of theory: ωB97M-V with the def2-TZVPD basis set

Cartesian coordinates (Å):
P: 0.225 1.328 -0.092
N: 0.074 2.233 1.356
N: -0.959 2.773 1.794
C: -2.576 0.061 -0.343
C: -1.128 -0.261 -0.038
C: 2.433 -0.559 -0.412
C: -3.420 0.520 0.901
C: 1.757 0.391 0.601
C: -3.233 -1.062 -1.180
C: 3.073 0.112 -1.605
C: 3.423 -1.455 0.387
H: 1.662 -1.168 -0.901
H: -2.537 1.039 -0.778
H: -2.768 1.050 1.526
H: -0.944 -0.990 0.859
H: 2.958 -0.333 -2.590
H: -3.276 -2.059 -0.749
H: 1.454 -0.242 1.514
H: -3.669 -0.414 1.479
H: -0.824 -0.902 -0.954
H: -4.223 1.245 0.614
H: 2.465 1.059 1.043
H: -4.171 -0.703 -1.681
H: 3.772 -2.344 -0.205
H: -2.521 -1.300 -2.019
H: 4.195 -0.855 0.759
H: 4.101 0.222 -1.577
H: 2.503 1.089 -1.551
H: 2.920 -1.888 1.247
H: -0.766 3.413 2.595

Results
**Relative energy (zero: lowest compared OMol25 entry of this formula, charge and spin)**: 1.284 eV
**Multiplicity**: 1
**DFT total energy**: -766.95411 Ha
**LUMO level**: 0.28 eV
**E_HOMO**: -0.313 Eh
**SMILES**: [H]/N=N/P(CC(C)C)CC(C)C

Atom charges from the natural (NBO) analysis, given in e for atoms 1 to 5: 0.904, -0.442, -0.327, -0.265, -0.636